{"formula": "C19H35AsI2NO5PSc", "method": "the ωB97M-V functional and the def2-TZVPD basis", "species": ["Sc", "I", "C", "As", "C", "C", "C", "C", "C", "C", "C", "C", "H", "H", "H", "H", "H", "H", "H", "H", "H", "H", "H", "H", "H", "C", "C", "C", "C", "O", "P", "O", "O", "O", "C", "C", "C", "C", "H", "H", "H", "H", "H", "H", "H", "H", "H", "H", "H", "H", "H", "H", "H", "H", "H", "H", "N", "C", "O", "C", "I", "H", "H", "H", "H"], "coordinates": [[-0.3601, 0.8093, -0.1525], [2.3595, 0.5625, -0.5453], [-2.6141, -2.5987, -1.0464], [-0.8792, -1.7230, -0.8164], [-0.0832, -2.2530, -2.5135], [0.0453, -2.9527, 0.4420], [0.1723, -4.3624, -0.0450], [-0.8219, -5.3015, 0.2204], [-0.6905, -6.6114, -0.2154], [0.4352, -6.9996, -0.9263], [1.4274, -6.0697, -1.2030], [1.2957, -4.7610, -0.7663], [-2.4628, -3.6546, -1.2587], [-3.1169, -2.1280, -1.8901], [-3.2328, -2.4808, -0.1591], [-0.1981, -3.3282, -2.6333], [0.9728, -1.9913, -2.5342], [-0.5943, -1.7335, -3.3222], [-0.5086, -2.9097, 1.3806], [1.0298, -2.5106, 0.6028], [-1.6968, -5.0084, 0.7906], [-1.4667, -7.3331, 0.0040], [0.5469, -8.0256, -1.2504], [2.3086, -6.3641, -1.7579], [2.0783, -4.0384, -0.9704], [-5.5281, 1.8414, -2.5614], [-4.4369, 2.8821, -2.3554], [-4.8776, 3.9653, -1.3830], [-3.9968, 3.4625, -3.6949], [-3.3399, 2.1136, -1.7393], [-1.8934, 2.4771, -1.3183], [-0.9232, 1.4566, -1.9289], [-1.6997, 2.2358, 0.1915], [-1.6165, 3.9438, -1.7752], [-0.6013, 4.9121, -1.3254], [-0.3222, 5.7663, -2.5517], [-1.2363, 5.7375, -0.2165], [0.6839, 4.2445, -0.8567], [-6.4177, 2.3094, -2.9796], [-5.7881, 1.3757, -1.6106], [-5.1776, 1.0703, -3.2479], [-5.6831, 4.5514, -1.8231], [-4.0440, 4.6327, -1.1588], [-5.2330, 3.5222, -0.4521], [-4.8750, 3.7762, -4.2570], [-3.4639, 2.7041, -4.2707], [-3.3421, 4.3199, -3.5583], [-1.2451, 6.2218, -2.9114], [0.1060, 5.1644, -3.3535], [0.3807, 6.5573, -2.2933], [-2.1421, 6.2238, -0.5816], [-0.5446, 6.5060, 0.1268], [-1.5017, 5.0994, 0.6268], [1.1028, 3.6109, -1.6383], [0.5092, 3.6599, 0.0476], [1.4140, 5.0136, -0.6103], [0.3049, -0.1126, 4.0290], [0.4752, 0.6270, 2.9452], [-0.0758, 0.3131, 1.8692], [1.3737, 1.8184, 3.0574], [0.1004, 3.5001, 3.4766], [-0.2953, -0.9211, 3.9994], [0.7548, 0.1098, 4.8994], [1.8729, 2.0081, 2.1120], [2.0906, 1.7455, 3.8677]], "forces_ev_per_a": [[1.7, -0.8, 0.9], [-0.1, 0.0, 0.0], [0.1, 0.4, 0.1], [-0.1, -1.6, -0.3], [0.0, 0.2, 0.0], [0.0, 0.2, -0.1], [-0.1, 0.0, 0.0], [0.0, 0.0, 0.0], [0.0, 0.0, 0.0], [0.0, 0.0, 0.0], [0.0, 0.0, 0.0], [0.0, 0.1, 0.0], [0.1, 0.0, 0.0], [0.0, 0.0, 0.0], [0.0, 0.0, 0.0], [0.0, 0.0, 0.0], [0.0, 0.0, 0.0], [0.0, 0.0, 0.0], [0.0, 0.1, 0.0], [0.0, 0.1, 0.0], [0.0, 0.0, 0.0], [0.0, 0.0, 0.0], [0.0, 0.0, 0.0], [0.0, 0.0, 0.0], [0.0, 0.0, 0.0], [0.2, 0.0, 0.1], [-0.5, 0.2, -0.2], [0.2, -0.1, 0.1], [0.2, -0.2, 0.2], [0.3, 0.2, -0.1], [-0.6, 0.7, -0.5], [-0.2, 0.4, -0.6], [-0.4, 0.6, 0.1], [-0.2, -0.6, 0.1], [0.4, 0.6, 0.1], [-0.2, -0.1, 0.0], [-0.2, -0.2, -0.1], [-0.3, -0.2, -0.1], [0.0, 0.0, 0.0], [0.0, 0.0, 0.0], [-0.1, 0.0, 0.0], [0.0, 0.0, 0.0], [-0.1, 0.0, 0.0], [0.0, 0.0, 0.0], [0.0, 0.0, 0.0], [-0.1, 0.0, -0.1], [0.0, 0.0, 0.0], [0.0, 0.0, 0.0], [0.0, 0.0, 0.0], [0.0, 0.0, 0.0], [0.0, 0.0, 0.0], [0.0, 0.0, 0.0], [0.0, 0.0, 0.1], [0.0, 0.0, 0.0], [0.1, 0.0, 0.1], [0.0, 0.0, 0.0], [-0.1, -0.1, 0.1], [0.3, -0.2, -0.1], [-0.2, 0.2, 0.4], [-0.3, 0.2, 0.0], [0.1, -0.1, -0.1], [0.0, 0.0, -0.1], [0.0, 0.1, 0.0], [0.0, 0.0, 0.0], [0.0, 0.0, 0.0]], "charge": 1, "homo_energy_ev": -11.3, "gap_ha": 0.3019}